Record 1
DFT (ωB97M-V with the def2-TZVPD basis set) results for a molecular structure, C34H53BGeN9O2S5Ta.

```
106
C34H53BGeN9O2S5Ta (ωB97M-V with the def2-TZVPD basis set)
Ta -0.3311 0.6182 -0.4963
C -3.5145 -4.0467 -0.2858
C -3.2122 -3.4088 1.0691
C -3.8287 -2.0213 1.1946
C -3.7777 -4.3000 2.1712
N -1.7103 -3.3306 1.2351
C -1.0090 -4.0524 2.1810
C 0.3039 -3.8918 1.9224
N 0.4236 -3.0773 0.8185
B 1.8310 -2.8716 0.1902
N 2.6867 -1.7895 0.9002
C 4.0586 -1.9126 0.9310
C 4.5584 -0.8310 1.5615
N 3.4881 -0.0335 1.9272
C 2.3621 -0.6395 1.4984
S 0.7376 -0.0760 1.7137
C 3.6125 1.2688 2.6720
C 2.8538 1.1716 3.9942
C 3.0861 2.4004 1.7914
C 5.0873 1.5253 2.9713
N 1.8036 -2.6599 -1.3496
C 1.7960 -3.7545 -2.1820
C 1.9143 -3.3148 -3.4499
N 1.9935 -1.9370 -3.4061
C 1.8982 -1.5594 -2.1115
S 1.9256 0.0819 -1.5146
C 2.3074 -1.0803 -4.6097
C 3.6615 -0.4102 -4.3864
C 2.3979 -1.9765 -5.8419
C 1.1962 -0.0607 -4.8318
C -0.8121 -2.7190 0.4334
S -1.1605 -1.6886 -0.9351
H -4.5920 -4.1847 -0.3752
H -3.0401 -5.0262 -0.3649
H -3.1866 -3.4252 -1.1162
H -4.9138 -2.1152 1.1558
H -3.5160 -1.3653 0.3891
H -3.5570 -1.5656 2.1480
H -4.8577 -4.3376 2.0408
H -3.5831 -3.8982 3.1664
H -3.4044 -5.3224 2.1084
H -1.4907 -4.6328 2.9426
H 1.1651 -4.3116 2.4111
H 2.4166 -3.9051 0.3621
H 4.5574 -2.7698 0.5150
H 5.5748 -0.5804 1.7919
H 1.7810 1.0622 3.8480
H 3.0252 2.0853 4.5634
H 3.2204 0.3305 4.5843
H 2.0168 2.3058 1.6115
H 3.6100 2.4130 0.8339
H 3.2669 3.3511 2.2934
H 5.5195 0.7465 3.5999
H 5.1582 2.4638 3.5184
H 5.6793 1.6311 2.0616
H 1.7327 -4.7561 -1.7955
H 1.9666 -3.8711 -4.3646
H 4.4345 -1.1594 -4.2099
H 3.6408 0.2809 -3.5460
H 3.9318 0.1503 -5.2808
H 3.2066 -2.7036 -5.7662
H 2.6120 -1.3392 -6.6982
H 1.4585 -2.4917 -6.0444
H 1.1168 0.6347 -4.0014
H 0.2367 -0.5602 -4.9738
H 1.4191 0.5067 -5.7355
N -1.4819 3.4113 6.8496
C -1.6625 3.0792 5.5542
C -1.3218 1.7934 5.0878
C -1.4912 1.4587 3.7675
C -2.0116 2.4029 2.8786
C -2.3852 3.6767 3.3292
C -2.1990 4.0137 4.6443
S -2.2844 2.0358 1.2284
O -3.4890 2.6468 0.7883
O -2.0807 0.5716 0.9764
N -1.0234 2.4060 0.2873
C -0.1123 3.2936 -0.1911
S 0.1260 4.9720 -0.1862
C 1.5221 4.7334 -1.1917
C 1.7194 3.4244 -1.4538
N 0.7828 2.6034 -0.8703
H -1.1981 2.7227 7.5231
H -1.8131 4.2903 7.2050
H -0.9421 1.0572 5.7850
H -1.2555 0.4602 3.4299
H -2.8359 4.3859 2.6468
H -2.4885 4.9954 4.9960
H 2.1073 5.5764 -1.5194
H 2.5113 3.0034 -2.0537
C -4.3921 0.4770 -1.7300
Ge -3.0533 1.4576 -2.7512
C -3.0028 3.3866 -2.4488
C -3.3369 1.0997 -4.6497
C -1.1965 0.7415 -2.4342
H -5.3824 0.7832 -2.0697
H -4.3345 0.6491 -0.6578
H -4.2825 -0.5905 -1.9291
H -3.8671 3.8452 -2.9307
H -2.1074 3.8108 -2.9081
H -3.0352 3.6479 -1.3922
H -4.3068 1.4835 -4.9676
H -3.3195 0.0252 -4.8373
H -2.5671 1.5728 -5.2602
H -0.5702 1.4904 -2.9412
H -1.1723 -0.1577 -3.0524
```

Properties
ΔE to the lowest compared entry with this formula, charge and spin: 0.7 kcal/mol
net charge: +2
spin multiplicity: 1
F_max: 0.0088 hartree/bohr
LUMO level: -5.79 eV

Atomic partial charges in e from the Mulliken method, atoms 1 to 99: atom 1 (Ta): 0.91, atom 2 (C): -1.59, atom 3 (C): 1.48, atom 4 (C): -1.27, atom 5 (C): -2.30, atom 6 (N): 0.49, atom 7 (C): -0.65, atom 8 (C): -1.19, atom 9 (N): 0.46, atom 10 (B): 0.88, atom 11 (N): 0.40, atom 12 (C): -1.32, atom 13 (C): -0.36, atom 14 (N): 0.57, atom 15 (C): -0.51, atom 16 (S): 0.04, atom 17 (C): 1.24, atom 18 (C): -1.32, atom 19 (C): -1.12, atom 20 (C): -2.31, atom 21 (N): 0.37, atom 22 (C): -1.14, atom 23 (C): -0.65, atom 24 (N): 0.50, atom 25 (C): -0.30, atom 26 (S): 0.06, atom 27 (C): 1.32, atom 28 (C): -1.45, atom 29 (C): -2.26, atom 30 (C): -1.36, atom 31 (C): -0.29, atom 32 (S): 0.05, atom 33 (H): 0.51, atom 34 (H): 0.39, atom 35 (H): 0.25, atom 36 (H): 0.52, atom 37 (H): -0.12, atom 38 (H): 0.36, atom 39 (H): 0.44, atom 40 (H): 0.49, atom 41 (H): 0.54, atom 42 (H): 0.63, atom 43 (H): 0.69, atom 44 (H): -0.15, atom 45 (H): 0.68, atom 46 (H): 0.61, atom 47 (H): 0.09, atom 48 (H): 0.49, atom 49 (H): 0.41, atom 50 (H): -0.12, atom 51 (H): 0.40, atom 52 (H): 0.62, atom 53 (H): 0.53, atom 54 (H): 0.45, atom 55 (H): 0.50, atom 56 (H): 0.70, atom 57 (H): 0.61, atom 58 (H): 0.40, atom 59 (H): 0.18, atom 60 (H): 0.50, atom 61 (H): 0.52, atom 62 (H): 0.46, atom 63 (H): 0.48, atom 64 (H): 0.07, atom 65 (H): 0.41, atom 66 (H): 0.57, atom 67 (N): -0.45, atom 68 (C): 1.10, atom 69 (C): -1.08, atom 70 (C): -0.24, atom 71 (C): -0.17, atom 72 (C): -0.83, atom 73 (C): -0.94, atom 74 (S): 1.31, atom 75 (O): -0.73, atom 76 (O): -0.19, atom 77 (N): 0.18, atom 78 (C): 0.46, atom 79 (S): -0.08, atom 80 (C): -0.39, atom 81 (C): -1.13, atom 82 (N): 0.34, atom 83 (H): 0.21, atom 84 (H): 0.21, atom 85 (H): 0.37, atom 86 (H): 0.41, atom 87 (H): 0.51, atom 88 (H): 0.34, atom 89 (H): 0.50, atom 90 (H): 0.47, atom 91 (C): -0.95, atom 92 (Ge): 0.79, atom 93 (C): -0.99, atom 94 (C): -1.40, atom 95 (C): -1.48, atom 96 (H): 0.49, atom 97 (H): 0.21, atom 98 (H): 0.24, atom 99 (H): 0.46

---

Record 2
DFT (ωB97M-V with the def2-TZVPD basis set) results for a single C5H10OS molecule.

```
17
C5H10OS (ωB97M-V with the def2-TZVPD basis set)
C -1.2501 -0.4896 1.0799
C -0.2628 -0.1665 -0.0493
C -0.2521 -1.1196 -1.1943
C -0.4431 1.3625 -0.7250
O -0.1606 2.3319 -0.0950
C 1.0093 -0.0427 0.7095
S 2.5483 0.8943 0.0940
H -0.7371 -1.3394 1.5483
H -1.5454 0.4528 1.4795
H -2.1338 -1.0434 0.7843
H 0.6599 -0.9242 -1.8354
H -0.2295 -2.0938 -0.7790
H -0.9723 -0.8890 -1.9379
H -0.7062 1.4636 -1.8397
H 1.5411 -0.9929 0.9224
H 0.6855 0.4765 1.6116
H 2.2489 2.1195 0.2262
```

Properties
ΔE to the lowest compared entry with this formula, charge and spin: 41.6 kcal/mol
spin multiplicity: 1
F_max: 0.0690 hartree/bohr
LUMO level: 0.74 eV

Now the natural (NBO) charges, all in e: atom 1 (C): -0.63, atom 2 (C): -0.16, atom 3 (C): -0.62, atom 4 (C): 0.46, atom 5 (O): -0.53, atom 6 (C): -0.48, atom 7 (S): -0.08, atom 8 (H): 0.23, atom 9 (H): 0.24, atom 10 (H): 0.22, atom 11 (H): 0.22, atom 12 (H): 0.22, atom 13 (H): 0.22, atom 14 (H): 0.12, atom 15 (H): 0.23, atom 16 (H): 0.23, atom 17 (H): 0.12